{"formula": "CH2Br2O2S", "method": "wB97M-V/def2-TZVPD", "homo_ev": -11.098, "elements": ["C", "O", "O", "S", "Br", "Br", "H", "H"], "positions_angstrom": [[-0.71, 0.52, -0.05], [0.89, -1.29, -1.21], [0.66, -1.37, 1.17], [0.66, -0.63, -0.02], [-2.34, -0.42, 0.20], [2.14, 0.91, 0.17], [-0.93, 0.96, -0.99], [-0.36, 1.33, 0.72]]}


{"formula": "CH2Br2S", "method": "wB97M-V/def2-TZVPD", "homo_ev": -9.527, "elements": ["C", "S", "Br", "Br", "H", "H"], "positions_angstrom": [[-0.53, -0.50, -0.65], [-0.50, 0.38, 0.84], [0.54, 0.08, -2.08], [-2.87, -0.50, -1.57], [-0.55, -1.57, -0.53], [-0.26, 1.59, 0.31]]}


{"formula": "CH2Br3OP", "method": "wB97M-V/def2-TZVPD", "homo_ev": [-9.261, -8.931], "elements": ["C", "O", "P", "Br", "Br", "Br", "H", "H"], "positions_angstrom": [[1.70, -0.04, -0.17], [-1.38, 0.38, 1.60], [-1.22, -0.08, 0.23], [2.27, 1.59, 0.32], [-2.19, -2.06, -0.18], [-2.20, 1.33, -1.18], [1.27, -0.27, -1.08], [1.75, -0.86, 0.45]]}


What is the formula in the first record?
CH2Br2O2S